23
Properties=species:S:1:pos:R:3:forces:R:3 method="wB97M-V/def2-TZVPD" charge=-1 energy_ha=-575.31918 de_lowest_kcal_mol=24.6
C -1.77402 -2.31159 -2.03929 1.054 -0.242 -0.060
C -3.18045 -1.72520 -2.31482 0.157 0.005 0.157
O -3.19801 -0.51414 -2.62824 -0.061 0.040 0.037
O -4.13712 -2.51583 -2.16974 -0.086 -0.047 -0.015
H -1.70563 -3.39366 -2.18356 -0.331 -0.004 0.040
H -1.40808 -2.11897 -1.01936 -0.424 0.035 -0.039
H -0.99423 -1.86961 -2.67521 -0.323 0.155 -0.061
C 1.90419 0.42560 3.19783 -0.142 0.187 0.307
C 0.32948 1.16124 -0.72657 -0.034 0.012 -0.206
C 1.52942 1.74635 -0.34952 0.172 0.049 0.283
C -0.41211 0.41750 0.18717 0.141 0.192 -0.156
C 2.02355 1.53035 0.93042 0.003 -0.243 0.279
C 0.11042 0.20997 1.45188 -0.214 -0.196 0.047
C 1.34048 0.73023 1.83730 0.026 0.036 -0.060
O -0.16330 1.27818 -1.98966 -0.063 0.133 0.111
H 0.37310 1.90133 -2.48905 0.019 -0.040 -0.003
H 2.07060 2.37577 -1.04556 0.052 -0.020 -0.076
H -1.37223 0.05027 -0.14869 -0.048 -0.174 0.087
H 2.96247 1.94998 1.27177 0.082 0.186 -0.285
H -0.43830 -0.38147 2.17925 -0.093 0.008 -0.143
H 2.42947 1.28188 3.61975 0.079 0.105 -0.047
H 2.60512 -0.40816 3.20384 0.035 -0.120 -0.157
H 1.10518 0.17999 3.90006 -0.002 -0.056 -0.039

49
Properties=species:S:1:pos:R:3:forces:R:3 method="wB97M-V/def2-TZVPD" energy_ha=-1848.34280 de_lowest_kcal_mol=0.0 smiles="O=C(CN1CCN(C(=O)[C@H]2CCCO2)CC1)Nc1cc(C(F)(F)F)ccc1Cl"
O -1.15761 -1.10127 1.24233 -0.020 -0.405 0.105
C -0.89241 0.06083 1.04865 0.122 0.426 -0.062
N -1.75919 1.00719 0.58523 0.192 0.466 -0.048
C -3.08508 0.88221 0.22424 -0.442 -0.158 -0.079
C -3.80856 -0.29580 0.39489 -0.120 -0.036 -0.021
C -5.14470 -0.34862 0.02634 -0.051 0.123 -0.025
C -5.78745 0.75286 -0.51980 0.081 -0.176 0.085
C -5.07626 1.92747 -0.69516 0.059 -0.057 0.024
C -3.74541 1.98955 -0.32949 -0.107 -0.248 0.038
Cl -2.87437 3.46858 -0.56204 0.058 0.159 -0.033
H -5.55681 2.79559 -1.11742 0.011 0.104 -0.028
H -6.82658 0.69821 -0.80103 -0.078 -0.003 -0.015
C -5.88203 -1.64634 0.21057 -0.131 -0.264 -0.027
F -5.51898 -2.56635 -0.70304 0.170 0.012 -0.141
F -7.21211 -1.51386 0.09740 -0.145 0.246 -0.058
F -5.65699 -2.20077 1.41091 0.178 0.068 0.182
H -3.31671 -1.15770 0.81739 0.013 0.005 0.016
H -1.33499 1.92137 0.43487 0.069 -0.256 0.077
C 0.48061 0.66120 1.33345 0.102 -0.074 0.001
N 0.73874 1.80838 0.47786 0.050 -0.066 0.217
C 1.00306 1.44738 -0.91439 0.033 0.116 -0.287
C 2.51358 1.36413 -1.22015 -0.263 -0.080 -0.150
N 3.22013 0.98941 -0.01956 -0.008 0.373 0.095
C 3.66201 -0.24299 0.30840 0.048 -0.257 -0.198
O 4.14321 -0.47930 1.40220 0.104 -0.116 0.195
C 3.54188 -1.32886 -0.77715 0.375 -0.084 0.078
C 3.96479 -2.70408 -0.23507 -0.066 0.068 0.083
H 4.05984 -2.63738 0.84983 0.049 -0.017 -0.118
C 2.81016 -3.62293 -0.63431 -0.112 0.217 -0.183
H 2.98973 -4.05885 -1.61803 -0.053 -0.054 0.002
C 1.64461 -2.64131 -0.70561 -0.157 -0.462 0.208
H 1.22453 -2.45720 0.29266 -0.010 -0.009 -0.077
H 0.84161 -2.95110 -1.37522 0.008 0.005 0.085
O 2.19868 -1.44979 -1.23764 0.056 0.268 -0.135
H 2.63665 -4.42041 0.08311 0.005 -0.066 0.013
H 4.91920 -3.02291 -0.64705 0.032 0.001 0.027
H 4.15722 -1.02143 -1.63369 -0.089 -0.029 0.110
C 3.16084 2.01250 1.01102 0.035 0.008 0.253
H 3.34308 1.51780 1.96731 -0.003 0.116 -0.131
C 1.77574 2.69069 0.97849 0.065 0.100 -0.004
H 1.79338 3.56444 0.32126 0.008 0.034 0.086
H 1.50203 3.02906 1.97973 0.054 0.067 -0.056
H 3.95390 2.75084 0.84677 -0.027 -0.006 0.092
H 2.68808 0.64569 -2.01585 0.019 0.119 -0.037
H 2.89629 2.34160 -1.53445 -0.019 -0.088 -0.052
H 0.54307 2.20321 -1.56070 0.005 -0.097 -0.067
H 0.54037 0.48216 -1.12141 0.012 0.049 -0.045
H 1.22170 -0.14315 1.25873 -0.124 -0.004 0.023
H 0.46748 1.00007 2.37461 0.014 -0.036 -0.020

60
Properties=species:S:1:pos:R:3:forces:R:3 method="wB97M-V/def2-TZVPD" energy_ha=-1740.23691 de_lowest_kcal_mol=6.2 smiles="CCOC(=O)[C@@H]1CCCCN1S(=O)(=O)c1ccc2c(c1)C[C@@H](C)N2C(=O)C1CCC1"
C 5.39764 3.80944 -0.52821 -0.187 -0.183 0.344
C 5.35066 3.60312 0.97648 0.450 0.406 -0.095
H 5.39361 4.55118 1.52323 0.053 -0.237 -0.072
H 6.16394 2.94959 1.30675 -0.132 0.098 0.018
O 4.12906 2.93708 1.30950 0.155 -0.177 -0.113
C 3.25236 3.54032 2.09317 -0.208 0.249 0.405
O 3.44397 4.56311 2.70013 -0.073 -0.006 -0.019
C 1.92156 2.78178 2.11428 -0.218 0.693 -0.048
N 1.96488 1.51341 1.42654 0.152 0.263 -0.756
S 2.20868 1.58238 -0.23542 -0.594 -0.605 -0.142
O 1.90816 2.91694 -0.66964 -0.222 0.093 0.210
O 3.44982 0.98170 -0.63265 -0.156 -0.241 0.169
C 0.87908 0.50070 -0.74389 0.551 0.265 0.083
C 1.14803 -0.78937 -1.15484 0.144 0.120 -0.003
C 0.11789 -1.64872 -1.51378 -0.028 -0.144 -0.037
C -1.17937 -1.16761 -1.44664 0.473 0.257 0.181
C -1.44530 0.14187 -1.02449 0.124 -0.093 -0.087
C -0.41950 0.98367 -0.66609 -0.131 -0.085 -0.111
H -0.58907 1.99882 -0.34631 -0.136 0.166 0.049
C -2.92699 0.37268 -1.02840 -0.039 -0.112 0.176
H -3.20254 1.32398 -1.48024 -0.073 0.003 -0.023
H -3.31335 0.35639 -0.00620 -0.034 0.014 -0.005
C -3.44681 -0.82160 -1.84888 -0.479 0.219 -0.379
N -2.37477 -1.81814 -1.75878 0.090 0.017 0.181
C -2.50578 -3.16786 -1.93243 -0.405 0.000 -0.135
O -1.55002 -3.91433 -1.91014 0.214 -0.155 0.033
C -3.92562 -3.67813 -2.08723 0.290 -0.025 -0.185
H -4.44738 -3.13828 -2.87611 -0.007 0.053 0.021
C -4.03392 -5.20618 -2.22130 0.137 -0.165 -0.214
H -4.45598 -5.56211 -3.15797 0.018 -0.018 -0.046
H -3.07423 -5.69027 -2.05392 -0.014 0.019 -0.037
C -4.97138 -5.25080 -1.00614 -0.167 -0.228 0.122
H -4.65503 -5.90682 -0.19897 -0.047 -0.049 0.029
H -6.00339 -5.48091 -1.26244 -0.039 -0.016 0.033
C -4.72655 -3.75394 -0.76530 -0.196 0.209 0.232
H -4.11705 -3.54944 0.11352 0.017 0.058 0.043
H -5.62403 -3.13813 -0.72628 0.024 0.063 0.052
H -4.37127 -1.22556 -1.43380 0.094 0.025 -0.009
C -3.65106 -0.41505 -3.30957 -0.072 -0.113 0.233
H -3.88879 -1.27512 -3.93028 -0.026 -0.064 -0.069
H -2.74033 0.03949 -3.69306 0.103 0.074 -0.057
H -4.46351 0.30290 -3.38715 -0.076 0.104 -0.044
H 0.31539 -2.65743 -1.83375 0.018 0.000 -0.009
H 2.17728 -1.10675 -1.20756 0.108 -0.106 -0.032
C 2.68922 0.44947 2.09026 0.124 -0.630 0.178
C 2.13253 0.23758 3.49445 0.165 0.170 -0.104
C 2.20322 1.54508 4.27745 -0.286 -0.101 -0.045
C 1.40361 2.61826 3.54512 0.261 -0.021 -0.046
H 1.49320 3.58037 4.05052 -0.071 -0.014 -0.069
H 0.35156 2.33092 3.51221 -0.039 0.036 -0.037
H 1.80364 1.40663 5.28351 0.086 0.037 0.024
H 3.24375 1.86423 4.36694 0.088 0.015 0.088
H 2.70611 -0.54352 3.99472 -0.018 -0.051 -0.037
H 1.09297 -0.08765 3.42283 -0.044 -0.080 0.018
H 2.55748 -0.44420 1.47721 0.110 -0.099 0.143
H 3.76188 0.67518 2.13617 -0.066 -0.064 -0.021
H 1.23712 3.41820 1.53970 0.121 0.039 0.239
H 5.23781 2.85469 -1.02277 0.059 -0.021 -0.117
H 4.60566 4.48670 -0.83734 -0.035 0.086 -0.063
H 6.36127 4.22006 -0.81672 0.094 0.053 -0.039